# 1
The following is a quantum chemistry calculation of C4H6CoO2 as an isolated structure in a non-equilibrium geometry, from the Open Molecules 2025 dataset.

```
! RIJCOSX wB97M-V def2-TZVPD def2/J DEFGRID3
* xyz 2 6
C -0.689 -1.026 0.301
O -0.589 -2.229 -0.296
H -0.300 -1.095 1.320
H -0.163 -2.171 -1.159
C -2.103 -0.085 0.416
C -1.453 1.244 0.164
H -2.960 -0.290 -0.238
H -1.289 1.639 1.185
H -2.012 1.895 -0.525
C -0.128 0.888 -0.438
O 0.931 0.511 0.210
Co 2.771 0.709 -0.032
H -0.080 0.852 -1.538
*
```

Computed properties:
**HOMO (alpha / beta)**: -16.3 / -20.5 eV
**E_LUMO (alpha / beta)**: -11.611 / -12.115 eV
**F_max**: 0.1242 Eh/bohr

=====

# 2
The following is a quantum chemistry calculation of a 2-piece molecular cluster, C6H16N3O2 overall in a non-equilibrium geometry, from the Open Molecules 2025 dataset.

```
! RIJCOSX wB97M-V def2-TZVPD def2/J DEFGRID3
* xyz 1 1
C -0.311 -2.481 -0.297
C 2.005 -1.760 -0.757
C 0.758 1.591 1.697
C 0.928 2.073 -0.749
C 0.655 -1.288 -0.345
C 1.096 0.994 0.343
N 0.279 -0.115 0.049
N -2.517 0.741 0.647
N -1.851 0.582 -0.374
O -3.493 -0.033 1.170
O -2.151 -0.439 -1.211
H -1.163 -2.235 -0.930
H 0.191 -3.414 -0.589
H -0.589 -2.600 0.780
H 2.703 -0.961 -1.026
H 1.756 -2.234 -1.687
H 2.328 -2.448 -0.092
H 0.545 0.961 2.607
H 1.605 2.270 2.043
H -0.086 2.180 1.593
H -0.011 2.466 -0.905
H 1.439 1.802 -1.686
H 1.536 2.972 -0.346
H -1.518 -0.417 -2.003
H 2.125 0.867 0.376
H -2.300 1.518 1.267
H -3.959 -0.592 0.425
*
```

Computed properties:
**HOMO (alpha / beta)**: -12.8 / -12.8 eV
**E_LUMO (alpha / beta)**: -4.407 / -4.406 eV
**F_max**: 0.0845 Eh/bohr

=====

# 3
The following is a quantum chemistry calculation of one molecule with the formula C4H6 in a non-equilibrium geometry, from the Open Molecules 2025 dataset.

```
! RIJCOSX wB97M-V def2-TZVPD def2/J DEFGRID3
* xyz 0 1
C 1.941 0.054 0.002
C 0.613 -0.163 -0.143
C -0.590 -0.137 -0.047
C -1.985 0.060 -0.005
H 2.514 0.918 -0.498
H 2.469 0.039 0.938
H 2.357 -0.936 -0.351
H -2.749 -0.519 -0.802
H -2.375 -0.462 0.940
H -2.193 1.147 -0.033
*
```

Computed properties:
**HOMO**: -9.0 eV
**E_LUMO**: 1.026 eV
**F_max**: 0.1297 Eh/bohr
**Structure (SMILES)**: CC#CC

=====

# 4
The following is a quantum chemistry calculation of C8H10 as an isolated structure in a non-equilibrium geometry, from the Open Molecules 2025 dataset.

```
! RIJCOSX wB97M-V def2-TZVPD def2/J DEFGRID3
* xyz 0 1
C 0.556 1.923 1.757
C -0.614 0.894 1.781
C 1.233 0.525 -0.627
C 0.850 1.297 0.398
C -0.284 0.361 0.619
C 0.033 -0.398 -0.636
C -1.116 -0.374 -1.684
C 0.222 -1.873 -0.293
H 0.341 2.959 1.769
H 1.314 1.767 2.446
H -1.121 0.592 2.600
H 2.149 0.573 -1.316
H -1.638 -1.336 -1.589
H -0.742 -0.434 -2.723
H -1.641 0.488 -1.600
H -0.739 -2.286 0.148
H 1.096 -2.184 0.174
H 0.102 -2.491 -1.224
*
```

Computed properties:
**HOMO**: -8.6 eV
**E_LUMO**: 0.995 eV
**F_max**: 0.0782 Eh/bohr

=====

# 5
The following is a quantum chemistry calculation of a 2-piece molecular cluster, C2H9N2 overall in a non-equilibrium geometry, from the Open Molecules 2025 dataset.

```
! RIJCOSX wB97M-V def2-TZVPD def2/J DEFGRID3
* xyz 1 1
N 1.365 -1.379 0.506
H -0.245 -0.735 0.415
H 1.358 -2.279 0.018
H 1.873 -1.613 1.355
H 2.065 -0.879 -0.041
C 0.101 1.614 -0.742
C -1.048 1.142 -0.312
N -1.173 -0.218 0.251
H 1.074 1.292 -0.397
H 0.101 2.482 -1.389
H -2.025 1.570 -0.471
H -1.680 -0.198 1.142
H -1.766 -0.801 -0.334
*
```

Computed properties:
**HOMO**: -15.2 eV
**E_LUMO**: -3.379 eV
**F_max**: 0.0244 Eh/bohr

=====

# 6
The following is a quantum chemistry calculation of C19H42NOP3PtSe as an isolated structure in a non-equilibrium geometry, from the Open Molecules 2025 dataset.

```
! RIJCOSX wB97M-V def2-TZVPD def2/J DEFGRID3
* xyz 4 5
Pt -0.263 -1.422 0.159
P -1.500 -1.063 2.121
P 1.495 -2.834 0.282
P -2.177 -1.042 -1.368
H 0.441 2.885 0.120
C -0.651 2.959 -0.031
C -1.529 2.923 0.965
H -1.159 2.918 1.962
C -0.660 -0.421 3.607
C -1.830 -2.754 2.668
C -3.085 -0.246 2.363
C 2.749 -2.485 -0.944
C 2.124 -2.708 1.988
C 0.448 -4.305 -0.017
C -3.228 0.467 -1.433
C -3.292 -2.381 -0.800
C -1.852 -1.479 -3.111
H -0.921 2.978 -1.086
H -2.566 3.043 0.780
H -0.649 0.663 3.517
H 0.373 -0.743 3.677
H -1.207 -0.727 4.498
H -0.908 -3.310 2.827
H -2.442 -3.269 1.933
H -2.385 -2.691 3.603
H -2.936 0.838 2.423
H -3.512 -0.619 3.306
H -3.776 -0.466 1.550
H 3.590 -3.177 -0.850
H 3.130 -1.471 -0.806
H 2.313 -2.630 -1.948
H 3.028 -3.306 2.052
H 1.376 -3.099 2.688
H 2.385 -1.674 2.246
H 1.083 -5.185 -0.060
H -0.059 -4.165 -0.992
H -0.273 -4.416 0.814
H -3.990 0.364 -2.230
H -2.594 1.342 -1.643
H -3.733 0.605 -0.465
H -4.052 -2.620 -1.553
H -3.794 -2.080 0.129
H -2.701 -3.286 -0.614
H -2.780 -1.629 -3.683
H -1.279 -2.412 -3.113
H -1.249 -0.676 -3.570
C 1.477 2.015 -3.720
C 1.189 3.284 -3.139
C 1.364 4.462 -3.857
C 1.903 4.437 -5.152
C 2.317 3.204 -5.692
C 2.111 2.016 -4.991
Se 1.027 0.454 -2.857
H 0.181 -1.320 1.701
H 0.803 3.303 -2.119
H 1.088 5.417 -3.408
H 2.015 5.366 -5.720
H 2.811 3.178 -6.667
H 2.421 1.060 -5.402
C 1.938 2.812 3.449
C 2.433 1.511 2.887
N 3.728 1.211 3.213
O 1.768 0.731 2.197
H 2.633 3.628 3.200
H 1.878 2.765 4.545
H 0.948 3.032 3.036
H 4.141 0.394 2.815
H 4.320 1.849 3.723
*
```

Computed properties:
**HOMO (alpha / beta)**: -19.9 / -19.9 eV
**E_LUMO (alpha / beta)**: -11.928 / -16.457 eV
**F_max**: 0.0679 Eh/bohr

=====

# 7
The following is a quantum chemistry calculation of C24H33F5N4O4S2SiTc as an isolated structure in a non-equilibrium geometry, from the Open Molecules 2025 dataset.

```
! RIJCOSX wB97M-V def2-TZVPD def2/J DEFGRID3
* xyz 2 2
Tc -0.558 0.341 -0.335
N -3.746 -1.014 -1.217
C -2.755 -1.083 -2.109
N -1.500 -0.717 -1.869
C -0.697 -0.934 -2.986
C -1.353 -1.413 -4.074
S -3.023 -1.648 -3.735
C 0.702 -0.635 -2.791
C 1.793 -0.885 -3.565
S 3.232 -0.352 -2.784
C 2.294 0.197 -1.424
N 0.991 -0.037 -1.581
N 2.824 0.770 -0.357
H -3.551 -0.853 -0.240
H -4.662 -1.366 -1.453
H -0.954 -1.634 -5.043
H 1.831 -1.359 -4.525
H 3.815 0.944 -0.312
H 2.223 1.194 0.342
F 1.855 -2.022 0.186
C 0.808 -2.178 1.013
C -0.298 -1.352 0.852
C -1.344 -1.578 1.738
F -2.423 -0.759 1.572
C -1.345 -2.540 2.732
F -2.394 -2.697 3.526
C -0.207 -3.342 2.869
F -0.159 -4.267 3.806
C 0.877 -3.151 2.007
F 1.967 -3.892 2.135
C -3.023 2.474 0.392
C -2.202 3.574 -0.288
C -3.058 4.833 -0.464
C -1.690 3.085 -1.644
O -1.114 3.920 0.554
Si 0.331 3.248 0.894
O 0.152 1.622 0.846
O 0.850 3.825 2.295
C 0.236 4.113 3.541
C -0.707 5.318 3.365
C 1.351 4.509 4.512
C -0.548 2.901 4.034
O 1.484 3.356 -0.237
C 2.235 4.447 -0.788
C 2.923 5.240 0.313
C 3.270 3.815 -1.723
C 1.294 5.344 -1.591
H -3.895 2.218 -0.204
H -3.356 2.808 1.372
H -2.404 1.572 0.538
H -3.901 4.626 -1.115
H -2.462 5.630 -0.901
H -3.435 5.165 0.499
H -2.511 2.788 -2.292
H -1.011 2.228 -1.505
H -1.119 3.867 -2.135
H -0.132 6.212 3.145
H -1.282 5.480 4.270
H -1.373 5.117 2.531
H 1.897 5.371 4.134
H 2.050 3.683 4.633
H 0.928 4.761 5.481
H -1.386 2.701 3.370
H -0.923 3.064 5.041
H 0.102 2.028 4.038
H 3.539 4.583 0.922
H 2.186 5.711 0.956
H 3.554 6.006 -0.127
H 4.006 3.257 -1.150
H 3.783 4.596 -2.274
H 2.786 3.150 -2.435
H 0.496 5.709 -0.949
H 0.867 4.792 -2.425
H 1.842 6.192 -1.988
*
```

Computed properties:
**HOMO (alpha / beta)**: -14.3 / -14.2 eV
**E_LUMO (alpha / beta)**: -8.964 / -8.620 eV
**F_max**: 0.0611 Eh/bohr

=====

# 8
The following is a quantum chemistry calculation of C13H30BaN2O2P2 as an isolated structure in a non-equilibrium geometry, from the Open Molecules 2025 dataset.

```
! RIJCOSX wB97M-V def2-TZVPD def2/J DEFGRID3
* xyz 1 2
Ba 0.252 0.000 -0.088
P 1.060 2.013 0.134
P 1.919 -1.395 0.340
N -1.297 0.880 -0.862
N -0.622 -1.592 -0.838
H -3.181 0.394 -1.749
H -2.606 -2.181 -1.361
H -2.899 -0.164 -0.062
C -2.433 -0.032 -1.055
H -1.715 -1.315 -2.645
C -1.866 -1.374 -1.545
H -2.186 2.532 -1.759
H -0.578 -3.671 -1.128
C -1.306 2.112 -1.242
C -0.037 -2.794 -0.731
H -0.439 3.945 -0.514
C -0.118 2.988 -0.967
H 0.400 3.230 -1.911
H 3.130 -1.133 -0.367
H 2.483 -1.562 1.641
H 2.338 2.364 -0.355
H 1.041 2.838 1.306
O 1.278 0.484 -1.723
C 0.922 0.109 -3.030
C 1.266 1.265 -3.986
C 1.656 -1.177 -3.440
H -0.173 -0.076 -3.116
H 0.661 2.161 -3.761
H 2.332 1.533 -3.873
H 1.084 0.988 -5.040
H 1.460 -1.978 -2.709
H 1.343 -1.525 -4.443
H 2.746 -0.993 -3.458
C 1.216 -2.955 -0.153
H 1.691 -3.931 -0.036
C 0.820 -0.983 3.977
C -0.438 -1.279 3.139
O -0.986 -0.206 2.377
C -0.922 1.065 3.001
C -1.865 1.171 4.200
H 1.620 -0.537 3.357
H 1.195 -1.929 4.424
H 0.603 -0.290 4.814
H -0.172 -2.080 2.418
H -1.228 -1.708 3.791
H 0.115 1.356 3.267
H -1.265 1.816 2.258
H -1.578 0.463 5.004
H -1.820 2.200 4.613
H -2.903 0.952 3.883
*
```

Computed properties:
**HOMO (alpha / beta)**: -9.2 / -8.8 eV
**E_LUMO (alpha / beta)**: -3.641 / -4.091 eV
**F_max**: 0.2691 Eh/bohr

=====

# 9
The following is a quantum chemistry calculation of an isolated ion of composition C7H12N5O and charge +1 in a non-equilibrium geometry, from the Open Molecules 2025 dataset.

```
! RIJCOSX wB97M-V def2-TZVPD def2/J DEFGRID3
* xyz 1 1
C 4.047 1.020 0.167
C 2.868 -0.791 0.034
C 1.782 -1.711 -0.280
C -1.910 0.374 0.825
C -1.997 -0.967 0.147
C 0.355 -1.028 -0.512
C 0.365 0.392 0.120
N 4.845 0.029 0.370
N 4.087 -1.087 0.278
N 2.730 0.616 0.069
N 1.611 1.263 -0.450
N -0.903 1.133 0.059
O -0.742 -1.681 0.013
H 4.350 1.969 0.278
H 2.105 -2.282 -1.186
H 1.626 -2.473 0.516
H -2.929 0.772 0.767
H -1.593 0.425 1.901
H -2.751 -1.642 0.814
H -2.366 -0.800 -0.862
H 0.333 -1.039 -1.692
H 0.741 0.311 1.123
H 1.765 1.033 -1.438
H -1.211 1.214 -0.966
H -0.579 2.072 0.522
*
```

Computed properties:
**HOMO**: -12.7 eV
**E_LUMO**: -3.772 eV
**F_max**: 0.0956 Eh/bohr
**Structure (SMILES)**: c1nnc2n1N[C@H]1[NH2+]CCO[C@@H]1C2

=====

# 10
The following is a quantum chemistry calculation of a 2-piece molecular cluster, C4H7ClN3 overall in a non-equilibrium geometry, from the Open Molecules 2025 dataset.

```
! RIJCOSX wB97M-V def2-TZVPD def2/J DEFGRID3
* xyz 1 1
C -1.369 -1.214 -0.715
C -0.931 -0.020 -1.237
C 1.984 0.597 0.024
C -1.793 -0.885 0.674
N 3.017 1.403 0.119
N -0.998 0.950 -0.357
N -1.561 0.506 0.704
Cl 2.288 -1.052 0.294
H -1.565 -2.212 -1.138
H -0.620 0.093 -2.188
H -2.863 -1.327 0.587
H -1.150 -1.509 1.349
H 3.938 1.116 0.338
H -1.378 1.142 1.459
H 3.001 2.412 0.087
*
```

Computed properties:
**HOMO**: -12.2 eV
**E_LUMO**: -5.744 eV
**F_max**: 0.0703 Eh/bohr

=====

# 11
The following is a quantum chemistry calculation of a 2-piece molecular cluster, C4H11NO2 overall in a non-equilibrium geometry, from the Open Molecules 2025 dataset.

```
! RIJCOSX wB97M-V def2-TZVPD def2/J DEFGRID3
* xyz 0 1
C -2.884 -0.349 0.242
N -1.885 -0.402 -0.668
C -0.496 -0.368 -0.263
C 0.421 -1.202 -1.149
C 1.755 -1.508 -0.448
O -2.717 -0.093 1.417
H -3.869 -0.543 -0.189
H -2.051 -0.628 -1.616
H -0.111 0.656 -0.356
H -0.300 -0.634 0.774
H 0.107 -2.147 -1.602
H 0.633 -0.654 -2.073
H 2.341 -2.116 -1.135
H 1.530 -2.171 0.391
H 2.335 -0.621 -0.223
H 1.671 3.761 1.617
H 1.834 4.483 3.110
O 1.684 4.537 2.170
*
```

Computed properties:
**HOMO**: -9.8 eV
**E_LUMO**: 0.678 eV
**F_max**: 0.0373 Eh/bohr
**Structure (SMILES)**: CCCNC=O.O

=====

# 12
The following is a quantum chemistry calculation of C23H17BrCl5IrNO7PTe as an isolated structure in a non-equilibrium geometry, from the Open Molecules 2025 dataset.

```
! RIJCOSX wB97M-V def2-TZVPD def2/J DEFGRID3
* xyz -1 2
Ir 0.273 0.085 -0.662
O -2.858 2.356 1.421
C -1.929 1.882 0.916
O -1.898 0.617 0.476
C -0.625 2.629 0.699
C -0.528 3.918 1.132
C 0.639 4.633 0.857
C 1.634 4.022 0.152
C 1.451 2.706 -0.239
N 0.348 2.044 0.065
C 2.465 1.931 -1.052
O 3.462 2.526 -1.430
O 2.158 0.696 -1.269
H -1.369 4.345 1.663
H 0.750 5.657 1.188
H 2.552 4.522 -0.126
Cl 0.068 -1.268 2.538
C 0.044 -2.417 1.219
C 0.156 -1.942 -0.075
C 0.134 -2.908 -1.086
Cl 0.284 -2.336 -2.717
C -0.003 -4.268 -0.841
Cl -0.018 -5.405 -2.139
C -0.130 -4.703 0.481
Cl -0.324 -6.385 0.827
C -0.102 -3.771 1.516
Cl -0.248 -4.296 3.158
C 1.745 5.080 -2.579
C 0.834 4.257 -3.457
O 0.349 3.120 -2.688
P -0.787 2.156 -3.335
O -0.925 1.001 -2.362
Te -2.712 3.373 -3.974
O -0.057 1.645 -4.672
C 1.201 0.945 -4.518
C 1.709 0.591 -5.894
H 2.237 5.842 -3.190
H 2.509 4.455 -2.112
H 1.172 5.581 -1.791
H 1.360 3.896 -4.341
H -0.018 4.839 -3.794
H 1.045 0.051 -3.914
H 1.912 1.579 -3.983
H 0.968 -0.014 -6.422
H 2.642 0.022 -5.816
H 1.894 1.495 -6.479
Br -6.547 -2.197 -2.202
C -5.124 -1.275 -1.345
C -4.271 -1.973 -0.509
C -3.228 -1.293 0.103
C -3.059 0.051 -0.137
C -3.908 0.751 -0.957
C -4.952 0.079 -1.575
H -4.414 -3.031 -0.336
H -2.538 -1.809 0.763
H -3.758 1.802 -1.162
H -5.602 0.614 -2.251
*
```

Computed properties:
**HOMO (alpha / beta)**: -4.7 / -4.7 eV
**E_LUMO (alpha / beta)**: 1.873 / 1.893 eV
**F_max**: 0.0699 Eh/bohr

=====

Q: Which relative energy (zero: lowest compared OMol25 entry of this formula, charge and spin) values were calculated for the entries above? A: 18.4, 168.7, 39.7, 140.4, 18.6, 22.7, 19.4, 427.0, 80.4, 78.9, 24.7, 44.7, in kcal per mole.